The following is a DFT calculation (the ωB97M-V functional and the def2-TZVPD basis) of a molecular structure, H14O7Tl at a distorted geometry.

## Properties
Total charge: +3
Orbital gap: 4.7 eV

Last column: Löwdin charge in e.
Atoms and positions in Å:
Tl1 -6.772 -13.506 -16.887  1.710
O1 -4.570 -15.192 -17.613  0.008
H1 -3.789 -14.615 -17.545  0.083
H2 -4.412 -15.736 -18.411  0.127
O2 -9.531 -13.875 -17.758  -0.019
H3 -10.278 -13.716 -17.151  0.116
H4 -9.937 -13.976 -18.637  0.107
O3 -7.521 -16.177 -17.672  -0.037
H5 -8.281 -16.642 -18.063  0.109
H6 -6.832 -16.854 -17.568  0.090
O4 -6.364 -10.625 -17.068  -0.009
H7 -6.873 -9.994 -16.527  0.112
H8 -5.458 -10.267 -17.089  0.115
O5 -6.687 -11.945 -14.449  -0.054
H9 -6.987 -12.427 -13.662  0.096
H10 -6.489 -11.048 -14.132  0.102
O6 -4.233 -13.215 -15.570  -0.044
H11 -4.012 -13.571 -14.691  0.113
H12 -3.387 -12.909 -15.937  0.104
O7 -8.073 -11.830 -18.873  -0.031
H13 -7.757 -10.934 -19.088  0.098
H14 -8.769 -12.017 -19.528  0.105

---

The following is a DFT calculation (the ωB97M-V functional and the def2-TZVPD basis) of a molecular structure, C26H37N4RuSbSe.

## Properties
Total charge: +2
Orbital gap: 7.0 eV

Last column: Löwdin charge in e.
Atoms and positions in Å:
Ru1 -0.719 1.201 0.333  0.914
Se1 -5.286 -4.567 -1.520  1.240
N1 -4.617 -4.000 0.019  -0.204
C1 -3.914 -2.927 -0.237  -0.335
C2 -3.202 -2.175 0.786  -0.067
C3 -3.215 -2.483 2.147  0.056
C4 -2.512 -1.675 3.018  0.005
C5 -1.797 -0.591 2.527  -0.077
N2 -1.763 -0.301 1.229  -0.039
C6 -2.469 -1.068 0.368  -0.153
C7 -2.441 -0.643 -1.016  -0.144
N3 -1.710 0.466 -1.271  -0.046
C8 -1.676 0.938 -2.514  -0.098
C9 -2.351 0.317 -3.558  0.004
C10 -3.081 -0.828 -3.315  0.056
C11 -3.135 -1.325 -2.012  -0.062
C12 -3.880 -2.510 -1.612  -0.334
N4 -4.554 -3.252 -2.453  -0.204
H1 -3.779 -3.337 2.498  0.138
H2 -2.509 -1.868 4.081  0.129
H3 -1.236 0.058 3.185  0.115
H4 -1.088 1.832 -2.677  0.123
H5 -2.289 0.741 -4.550  0.130
H6 -3.611 -1.340 -4.107  0.137
C13 -1.827 5.033 1.342  -0.023
C14 -1.123 3.722 1.046  -0.648
C15 -0.173 3.884 -0.188  -0.025
C16 -0.286 3.157 2.204  -0.031
C17 -1.934 2.597 0.515  -0.041
H7 -1.101 5.804 1.605  0.103
H8 -2.521 4.929 2.176  0.100
H9 -2.387 5.377 0.472  0.098
H10 0.659 4.547 0.057  0.118
H11 -0.695 4.272 -1.061  0.105
H12 0.326 2.931 -0.499  0.052
H13 0.552 3.810 2.446  0.115
H14 0.196 2.168 1.967  0.030
H15 -0.889 3.002 3.097  0.106
H16 -2.932 2.794 0.110  0.104
C18 0.520 -2.948 -0.881  -0.140
C19 1.687 -2.451 -0.029  -0.546
C20 3.019 -3.015 -0.510  -0.122
Sb1 1.653 -0.297 0.066  1.522
C21 2.872 0.234 1.775  -0.568
C22 4.240 -0.433 1.873  -0.126
C23 2.073 -0.026 3.052  -0.161
C24 2.698 0.489 -1.665  -0.561
C25 4.175 0.155 -1.824  -0.118
C26 1.920 0.109 -2.924  -0.146
H17 0.482 -4.039 -0.865  0.093
H18 0.627 -2.642 -1.925  0.074
H19 -0.443 -2.578 -0.518  0.043
H20 1.511 -2.750 1.009  0.086
H21 3.153 -2.835 -1.578  0.073
H22 3.032 -4.097 -0.360  0.093
H23 3.876 -2.595 0.014  0.062
H24 3.000 1.315 1.655  0.083
H25 4.138 -1.501 2.079  0.080
H26 4.795 0.001 2.707  0.092
H27 4.847 -0.318 0.980  0.055
H28 1.928 -1.096 3.216  0.081
H29 1.087 0.446 3.038  0.018
H30 2.609 0.364 3.920  0.092
H31 2.606 1.569 -1.501  0.072
H32 4.326 -0.901 -2.048  0.072
H33 4.770 0.406 -0.950  0.059
H34 4.579 0.726 -2.664  0.092
H35 2.050 -0.950 -3.155  0.076
H36 2.293 0.671 -3.783  0.091
H37 0.846 0.297 -2.839  0.030

---

The following is a DFT calculation (the ωB97M-V functional and the def2-TZVPD basis) of C24H26N2O6 in the gas phase at a distorted geometry.

## Properties
SMILES string: COc1cc2c(C(=O)NCc3ccc4c(c3)OCO4)cn(CC(C)C)c(=O)c2cc1OC
Orbital gap: 8.4 eV

Last column: Löwdin charge in e.
Atoms and positions in Å:
C1 -2.630 -2.031 0.053  -0.063
O1 -1.463 -2.810 -0.026  -0.047
C2 -0.259 -2.192 0.050  -0.176
C3 -0.071 -0.835 0.186  0.052
C4 1.220 -0.282 0.261  -0.103
C5 1.482 1.120 0.430  -0.071
C6 0.425 2.170 0.422  -0.465
O2 0.370 3.064 1.244  0.069
N1 -0.421 2.089 -0.636  0.078
C7 -1.616 2.904 -0.732  -0.124
C8 -2.820 2.112 -0.286  -0.211
C9 -3.014 1.882 1.069  -0.033
C10 -4.064 1.098 1.539  0.012
C11 -4.905 0.554 0.599  -0.220
C12 -4.715 0.778 -0.765  -0.214
C13 -3.679 1.548 -1.233  0.046
O3 -5.680 0.113 -1.474  0.035
C14 -6.498 -0.520 -0.514  -0.158
O4 -5.995 -0.255 0.778  0.034
C15 2.762 1.527 0.633  0.006
N2 3.828 0.695 0.598  0.010
C16 5.166 1.230 0.755  -0.115
C17 5.768 1.786 -0.548  -0.393
C18 5.061 3.055 -1.020  -0.079
C19 5.764 0.732 -1.651  -0.069
C20 3.690 -0.676 0.407  -0.373
O5 4.669 -1.406 0.403  0.054
C21 2.321 -1.150 0.243  -0.062
C22 2.128 -2.530 0.093  0.064
C23 0.867 -3.063 -0.018  -0.187
O6 0.576 -4.379 -0.173  -0.060
C24 1.648 -5.290 -0.215  -0.075
H1 -3.456 -2.738 -0.010  0.101
H2 -2.693 -1.486 1.000  0.098
H3 -2.698 -1.318 -0.776  0.097
H4 -0.925 -0.184 0.279  0.098
H5 -0.340 1.306 -1.265  0.141
H6 -1.735 3.249 -1.762  0.123
H7 -1.455 3.760 -0.073  0.127
H8 -2.327 2.323 1.774  0.117
H9 -4.215 0.925 2.591  0.122
H10 -3.543 1.712 -2.290  0.126
H11 -6.503 -1.607 -0.693  0.139
H12 -7.528 -0.135 -0.595  0.141
H13 2.969 2.568 0.828  0.140
H14 5.789 0.402 1.104  0.127
H15 5.144 2.013 1.518  0.132
H16 6.808 2.040 -0.311  0.136
H17 4.038 2.840 -1.322  0.072
H18 5.584 3.470 -1.879  0.078
H19 5.046 3.809 -0.236  0.078
H20 6.324 1.087 -2.514  0.078
H21 4.747 0.516 -1.971  0.082
H22 6.212 -0.194 -1.299  0.076
H23 3.014 -3.144 0.081  0.116
H24 2.314 -5.087 -1.059  0.099
H25 1.194 -6.272 -0.339  0.094
H26 2.227 -5.272 0.714  0.100

---

The highest orbital gap belongs to which entry? C24H26N2O6